The following is a quantum chemistry calculation of one molecule with the formula C2H5N3O2 in a non-equilibrium geometry, from OMol25.

For the relative energy (zero: lowest compared OMol25 entry of this formula, charge and spin), the calculation gives 132.0 kcal/mol. For the gap between HOMO and LUMO, the calculation gives 9.705 eV. The max |F| is 0.11458 hartree/bohr. As for the multiplicity: 1. The highest occupied orbital energy is -8.80 eV. As for the SMILES: N/N=C/O/C=N\O. The LUMO energy comes out at 0.91 eV. Its energy is -10716.08429 eV.

```
12
C2H5N3O2 | OMol25 | ωB97M-V/def2-TZVPD
C -0.43237 1.30567 0.52982
H -1.37043 1.33084 -0.04442
H -1.13665 -2.98406 -1.34062
N -0.60560 -2.08555 -1.69657
C 0.50517 -0.63788 -0.48454
N -0.37091 2.09021 1.53613
H 1.42502 -0.98534 -0.78759
O 0.69452 0.53179 0.24905
O 0.87327 2.17395 2.02340
N -0.69643 -1.18542 -0.65197
H 0.33200 -2.54457 -1.79772
H 0.78239 2.99036 2.46503
```


The following is a quantum chemistry calculation of a 2-piece molecular cluster, C8H18Si2 overall in a non-equilibrium geometry, from OMol25.

For the relative energy (zero: lowest compared OMol25 entry of this formula, charge and spin), the calculation gives 129.9 kcal/mol. For the gap between HOMO and LUMO (spin up / spin down), the calculation gives 7.694 / 7.692 eV. The max |F| is 0.11017 hartree/bohr. As for the multiplicity: 1. The highest occupied orbital energy (spin up / spin down) is -8.19 / -8.18 eV. As for the SMILES: C=C[Si](C)(C)C.C=C[SiH]=C. The LUMO energy (spin up / spin down) comes out at -0.49 / -0.49 eV. Its energy is -24338.14373 eV.

```
28
C8H18Si2 | OMol25 | ωB97M-V/def2-TZVPD
H -0.29031 1.15463 -2.06862
Si -0.64627 1.65051 0.57069
C -0.83251 0.72464 -1.16468
C 1.15226 2.49998 0.39315
H 0.36273 -2.08475 0.53777
H 3.39152 -2.26961 -1.89070
H 2.00296 1.72073 0.47416
H -3.10028 2.23090 1.05632
H -0.81545 -0.62022 1.42047
H 1.14168 -5.44147 -0.93617
H -0.99456 -5.05878 -2.10626
C -0.44876 0.28791 1.83759
H 1.24997 3.16229 1.27307
C -2.01174 4.11529 0.97334
H -0.34710 -0.23106 -1.09715
C 2.95704 -2.09648 -0.89495
H -0.92752 -3.23327 -1.70506
H -0.81954 0.61543 2.94270
H -1.87957 0.56208 -1.51386
H -1.03861 4.43614 1.25945
C 0.71456 -4.40204 -1.04979
H 0.48533 0.00609 1.92923
H 1.18014 3.22900 -0.53499
C -2.17219 2.79484 0.98330
H -2.84334 4.79458 1.30257
H 3.54224 -1.41547 -0.28311
C -0.53034 -4.24385 -1.55914
Si 1.51767 -2.88804 -0.14931
```


The following is a quantum chemistry calculation of one molecule with the formula C2H3F2OP in a non-equilibrium geometry, from OMol25.

For the relative energy (zero: lowest compared OMol25 entry of this formula, charge and spin), the calculation gives 91.2 kcal/mol. For the gap between HOMO and LUMO, the calculation gives 10.448 eV. The max |F| is 0.06700 hartree/bohr. As for the multiplicity: 1. The highest occupied orbital energy is -10.22 eV. As for the SMILES: O=CC(F)(F)P. The LUMO energy comes out at 0.23 eV. Its energy is -18891.95392 eV.

```
9
C2H3F2OP | OMol25 | ωB97M-V/def2-TZVPD
F 0.40317 1.43185 0.06948
O -1.93949 0.77759 -1.64899
C -1.93206 0.85805 -0.45761
F -1.12361 1.66294 1.59463
P -0.31318 -0.89941 1.21560
H -0.53778 -1.50001 0.07896
C -0.69316 0.87206 0.51166
H -2.80753 0.98002 0.27045
H -1.64949 -1.14545 1.25816
```


The following is a quantum chemistry calculation of C43H27Cl2N3OPdS2 as an isolated structure, from OMol25.

For the relative energy (zero: lowest compared OMol25 entry of this formula, charge and spin), the calculation gives 16.2 kcal/mol. For the gap between HOMO and LUMO, the calculation gives 6.011 eV. The max |F| is 0.00725 hartree/bohr. As for the multiplicity: 1. The highest occupied orbital energy is -6.98 eV. The LUMO energy comes out at -0.97 eV. Its energy is -101743.10368 eV.

```
79
C43H27Cl2N3OPdS2 | OMol25 | ωB97M-V/def2-TZVPD
C 2.38106 -0.90800 -3.41325
H -1.54668 5.17634 0.54391
C 3.96941 -3.19864 -0.23307
N 0.79738 -0.00156 -1.85234
Pd 0.34160 0.31380 0.13077
H 3.28549 1.20756 0.68847
H 3.91267 -4.72714 5.39916
C -2.47894 1.83139 4.35937
H 2.67929 4.50945 0.55235
C -1.23599 3.21438 -6.38228
H 3.97363 -1.76657 -4.61174
C 4.59891 2.40061 -2.20256
S -1.31061 2.43884 -4.86411
C 3.52588 -1.74491 -3.62662
C 0.28628 0.74720 -2.80898
C 3.45673 -2.46414 -1.31268
H 1.64290 1.58375 -6.72862
H -1.16471 7.60758 0.56281
C 2.16391 -2.38433 1.09797
Cl -5.11745 2.33842 4.24287
H -5.61946 1.56110 1.74667
H -3.07818 -0.17225 -1.23939
Cl 0.14606 1.51775 4.87374
C -1.24510 1.40774 3.84869
C -0.11329 2.87008 -7.07032
H 3.49824 3.51511 -3.67065
C 1.82936 5.17778 0.52826
C 2.19387 2.33719 -0.76689
C -3.22746 0.25972 -0.25470
H 0.12744 3.25568 -8.04928
H 2.58438 -3.17016 3.78089
C -4.65693 1.21360 1.39785
C -1.08881 0.91481 2.55722
C 0.76222 0.72965 -4.13217
H 3.05875 6.92426 0.57239
C 0.70225 1.95959 -6.35533
C 3.34564 -3.15351 0.99701
C 2.27253 2.98371 -1.99915
C 2.04428 6.54675 0.54752
C -4.50000 0.71548 0.13674
H 5.79430 -6.04327 4.14667
C 4.53782 1.76383 -0.96762
C 1.80262 -0.85932 -2.13712
C 4.11538 -4.64720 4.34195
C 0.18315 1.62400 -5.13231
O 0.05942 0.54101 2.10136
C -3.54793 1.28256 2.26795
H 2.26369 -0.12916 -5.40461
H 4.93519 -3.07576 -2.77538
H 5.42091 1.29235 -0.55425
H 1.14785 8.49895 0.56061
C 3.34592 1.72272 -0.26380
H -5.33145 0.65714 -0.55186
C 0.97387 7.43088 0.54630
H 1.61209 -2.33487 2.02806
H 4.86933 -3.78287 -0.38470
H 1.39252 3.47626 -2.39830
C 0.21284 3.22346 0.47913
C -0.53380 5.56224 0.53239
H -2.01820 3.88686 -6.69189
N -2.17799 0.31237 0.52594
H -0.74701 2.98300 0.93256
S 5.16195 -4.98244 2.04437
C 5.10176 -5.34117 3.71382
C 3.39308 -3.80765 3.45856
C 0.91295 2.21045 -0.03078
H -0.49367 1.43034 -2.49502
C -2.29940 0.83563 1.76978
C 1.83144 -0.09813 -4.41301
H 5.52796 2.42460 -2.75785
C 0.53293 4.66117 0.50308
C 4.05324 -2.46840 -2.61549
C 3.84438 -3.87718 2.16675
C 2.30719 -1.69503 -1.08482
N 1.65885 -1.69790 0.10259
H -2.52172 2.21485 5.36894
C 3.46260 3.01084 -2.71250
C -0.32002 6.93061 0.54551
C -3.60481 1.77985 3.59046
```


Which value of relative energy (zero: lowest compared OMol25 entry of this formula, charge and spin) does entry 2 give? 129.9 kcal/mol


The highest relative energy (zero: lowest compared OMol25 entry of this formula, charge and spin) belongs to which entry? C2H5N3O2


relative energy (zero: lowest compared OMol25 entry of this formula, charge and spin) of number 4 (C43H27Cl2N3OPdS2)? 16.2 kcal/mol


Look up the multiplicity of the fourth one. 1